Entry from the Open Molecules 2025 dataset: a single C16H19N3O3 molecule (ωB97M-V/def2-TZVPD).

The geometry in XYZ format:
```
41
Properties=species:S:1:pos:R:3:mulliken_charge:R:1
N 0.418 -2.151 -2.045 -0.560
C 1.285 -1.644 -0.995 0.346
C 1.528 -0.153 -1.481 -1.534
C 0.388 1.007 -1.339 0.279
C 0.100 1.454 -0.119 -0.638
N -1.229 1.807 0.024 0.185
C -1.768 1.736 -1.221 -0.564
C -3.044 2.121 -1.635 -0.706
C -3.329 2.157 -3.081 -0.611
C -2.227 1.781 -3.984 -0.491
C -0.983 1.412 -3.546 -0.574
C -0.765 1.384 -2.150 0.881
C 0.395 -1.847 0.232 0.357
O -0.757 -2.251 0.165 -0.724
N 0.939 -1.481 1.474 0.094
C 2.351 -1.168 1.632 -0.512
C 2.425 -0.662 3.108 -0.726
C 1.115 -1.210 3.824 -1.043
C 0.106 -1.241 2.687 0.299
C -0.601 0.042 2.527 0.185
O -0.147 1.163 2.486 -0.596
O -1.984 -0.218 2.481 -0.542
H -0.490 -2.614 -1.714 0.259
H 0.581 -1.862 -2.944 0.131
H 2.345 -2.084 -0.994 0.251
H 1.715 -0.297 -2.529 0.630
H 2.354 0.244 -0.982 0.613
H 0.883 1.623 0.663 0.459
H -1.421 2.563 0.794 0.365
H -3.767 2.389 -0.926 0.496
H -4.374 2.435 -3.420 0.313
H -2.524 1.884 -5.011 0.378
H -0.217 1.233 -4.321 0.399
H 2.780 -0.608 0.779 0.209
H 2.905 -2.105 1.554 0.379
H 3.426 -0.839 3.520 0.442
H 2.292 0.418 3.037 0.251
H 0.901 -0.575 4.634 0.415
H 1.195 -2.234 4.190 0.349
H -0.602 -2.100 2.758 0.406
H -2.197 0.492 1.868 0.449
```

Properties
Structure (SMILES): N[C@@H](Cc1c[nH]c2ccccc12)C(=O)N1CCC[C@H]1C(=O)O
2S+1: 1
LUMO: 0.69 eV
Energy: -27511.0917 eV
HOMO level: -7.75 eV
ΔE to the lowest compared entry with this formula, charge and spin: 4.3917 eV